Arrangement w

The following is a DFT calculation (ωB97M-V/def2-TZVPD) of a cluster of 2 separate species, CH6NO2 in total.

ORCA input file:
```
! wB97M-V def2-TZVPD RIJCOSX def2/J DEFGRID3
* xyz 1 1
C 0.0641 0.0954 0.5664
N -0.6628 -0.9284 0.8696
O 0.7156 0.0575 -1.5381
O -0.5506 1.4042 0.4271
H 1.0659 0.1121 0.8636
H 0.0506 -1.6284 1.0552
H 1.7423 0.0911 -1.5883
H -1.6894 -1.1237 1.0986
H 0.7453 0.7674 -2.2809
H -1.4809 1.1527 0.5269
*
```

The value obtained for the HOMO energy is -16.596 eV. The orbital gap is 0.4420 Eh.

Arrangement x

The following is a DFT calculation (ωB97M-V/def2-TZVPD) of a cluster of 2 separate species, CH6NO2 in total.

ORCA input file:
```
! wB97M-V def2-TZVPD RIJCOSX def2/J DEFGRID3
* xyz 1 1
O -0.1183 -1.8361 0.1105
H -0.9582 -2.1728 0.3731
H 0.5229 -2.4479 0.4641
H -1.6843 1.4808 0.0906
C 0.1495 1.0548 0.1708
N 1.1024 0.4832 -0.4711
O -1.1032 0.7249 0.0698
H 0.2796 1.8237 0.9313
H 0.8202 -0.4461 -0.8148
H 2.0502 0.7199 -0.2185
*
```

The value obtained for the HOMO energy is -16.395 eV. The orbital gap is 0.4350 Eh.

Most stable: arrangement x

Arrangement w

The following is a DFT calculation (ωB97M-V/def2-TZVPD) of a cluster of 2 separate species, FHNO2S in total.

ORCA input file:
```
! wB97M-V def2-TZVPD RIJCOSX def2/J DEFGRID3
* xyz -1 1
N -1.8943 -0.9479 1.0564
O 2.1384 -0.4142 -1.3506
O 1.7048 1.7258 -0.2139
F -1.4331 -0.7587 -0.3265
S 1.2157 0.3913 -0.6225
H -1.7315 0.0037 1.4571
*
```

The value obtained for the HOMO energy (alpha / beta) is -2.258 / -1.434 eV. The orbital gap (alpha / beta) is 0.1933 / 0.1479 Eh.

Arrangement x

The following is a DFT calculation (ωB97M-V/def2-TZVPD) of a cluster of 2 separate species, FHNO2S in total.

ORCA input file:
```
! wB97M-V def2-TZVPD RIJCOSX def2/J DEFGRID3
* xyz -1 1
N 0.7001 0.0718 -0.4293
O -1.0832 1.4561 0.7261
O -1.7301 -0.2883 -0.9062
F 1.4760 -1.7903 0.2968
S -0.7664 0.1412 0.1085
H 1.4037 0.4094 0.2042
*
```

The value obtained for the HOMO energy (alpha / beta) is -4.188 / -5.306 eV. The orbital gap (alpha / beta) is 0.2626 / 0.3044 Eh.

Most stable: arrangement x

Arrangement w

The following is a DFT calculation (ωB97M-V/def2-TZVPD) of an isolated molecule of C2H4N6.

ORCA input file:
```
! wB97M-V def2-TZVPD RIJCOSX def2/J DEFGRID3
* xyz 0 1
N -2.1990 -1.0421 0.2985
C -0.9917 -0.3071 -0.0555
N -1.1960 1.0762 -0.2226
N -0.1895 1.7803 -0.0656
N 1.0520 1.1658 0.3059
C 1.1555 -0.2058 0.0429
N 2.3366 -0.8452 -0.0866
N 0.0430 -0.9833 -0.2828
H -3.0399 -0.4922 0.1522
H -2.1776 -2.0650 -0.2068
H 3.2495 -0.4518 0.2032
H 2.0555 -1.9744 0.3003
*
```

Its SMILES is Nc1nnnc(N)n1. The value obtained for the HOMO energy is -9.483 eV. The orbital gap is 0.3544 Eh.

Arrangement x

The following is a DFT calculation (ωB97M-V/def2-TZVPD) of an isolated molecule of C2H4N6.

ORCA input file:
```
! wB97M-V def2-TZVPD RIJCOSX def2/J DEFGRID3
* xyz 0 1
H 1.7730 0.4512 0.8680
N 2.0986 -0.4276 0.3910
C 1.2478 -1.2376 -0.1459
N -0.0768 -0.7206 -0.3266
N -1.0703 -1.7739 -0.0573
N -2.0983 -1.0202 0.3127
N -1.8820 0.2582 0.1395
C -0.6083 0.5416 -0.1208
N -0.0449 1.7015 -0.0303
H 1.2021 -2.2591 -0.4510
H 0.4329 2.2216 -0.8267
H -0.9739 2.2650 0.2474
*
```

Its SMILES is [H]/N=C\n1nnnc1N. The value obtained for the HOMO energy is -10.025 eV. The orbital gap is 0.3786 Eh.

Most stable: arrangement w

Arrangement w

The following is a DFT calculation (ωB97M-V/def2-TZVPD) of a cluster of 2 separate species, C3H7ClN2O in total.

ORCA input file:
```
! wB97M-V def2-TZVPD RIJCOSX def2/J DEFGRID3
* xyz 0 1
C -1.0262 -1.1681 -0.1914
C 1.4472 1.4438 -0.3126
C 1.5615 -0.6738 0.7528
N -0.4596 0.0942 -0.0934
N 0.7980 0.2070 0.1616
O -2.2184 -1.3753 -0.2869
Cl -4.7105 0.4180 0.2091
H -0.4156 -2.0857 -0.4795
H 1.8671 1.8820 0.4771
H 2.0657 1.3230 -1.1567
H 0.7536 2.0372 -0.8066
H 1.2119 -1.6144 1.0257
H -3.4991 0.1640 -0.3070
H 2.6242 -0.6519 1.0078
*
```

The value obtained for the HOMO energy is -9.194 eV. The orbital gap is 0.3247 Eh.

Arrangement x

The following is a DFT calculation (ωB97M-V/def2-TZVPD) of an isolated molecule of C3H7ClN2O.

ORCA input file:
```
! wB97M-V def2-TZVPD RIJCOSX def2/J DEFGRID3
* xyz 0 1
C -1.0768 -0.8929 0.6512
N -0.3356 -0.1150 -0.4255
C -1.0190 1.2073 -0.5712
C 1.1294 -0.0124 0.2440
O 1.3610 0.8245 1.0856
N 2.0029 -0.8295 -0.3499
Cl 3.6598 -0.4467 -0.1106
H -1.7866 -1.6086 0.1264
H -0.4191 -1.3721 1.3026
H -1.6947 -0.2664 1.2978
H -0.9517 1.8897 0.2745
H -0.5699 1.7960 -1.4129
H -2.1058 1.1211 -0.8366
H 1.8062 -1.2951 -1.2754
*
```

Its SMILES is CN(C)C(=O)NCl. The value obtained for the HOMO energy is -9.328 eV. The orbital gap is 0.3599 Eh.

Most stable: arrangement x

Arrangement w

The following is a DFT calculation (ωB97M-V/def2-TZVPD) of an isolated molecule of C5H7IN2.

ORCA input file:
```
! wB97M-V def2-TZVPD RIJCOSX def2/J DEFGRID3
* xyz 0 1
C 1.4535 1.7982 0.6044
C 1.9304 0.3035 0.6391
C 0.2099 2.0200 0.6329
C -1.1586 -0.9081 -1.1793
C -1.0467 -1.4557 0.2628
N 1.0972 -0.6061 0.6605
N -0.1260 -0.5530 0.9295
I -1.4371 3.1013 0.5206
H 2.2898 2.5259 0.4832
H 2.9574 -0.0161 0.5426
H -1.7806 -1.5356 -1.9344
H -0.2609 -0.9860 -1.6731
H -1.5326 0.1646 -1.3171
H -0.5986 -2.4027 0.1490
H -1.9972 -1.4502 0.6794
*
```

The value obtained for the HOMO energy (alpha / beta) is -7.792 / -7.676 eV. The orbital gap (alpha / beta) is 0.2807 / 0.2700 Eh.

Arrangement x

The following is a DFT calculation (ωB97M-V/def2-TZVPD) of an isolated molecule of C5H7IN2.

ORCA input file:
```
! wB97M-V def2-TZVPD RIJCOSX def2/J DEFGRID3
* xyz 0 1
C 1.8558 0.4087 1.7131
C 0.8432 0.2441 0.6332
C 0.2982 -0.7629 -0.1106
C -0.6203 -0.1920 -1.1113
C -2.0948 -0.4812 -0.9002
I 0.1841 -0.1753 -3.1286
N -0.4576 1.3697 -0.7230
N 0.3000 1.4740 0.2034
H 1.5803 1.3308 2.4151
H 2.9085 0.6216 1.2935
H 1.9578 -0.5237 2.4045
H 0.7512 -1.7320 -0.1999
H -2.7804 -0.1207 -1.6676
H -2.4084 0.1129 -0.0342
H -2.3174 -1.5738 -0.7875
*
```

Its SMILES is CC1=C[C@](C)(I)N=N1. The value obtained for the HOMO energy is -9.107 eV. The orbital gap is 0.3208 Eh.

Arrangement y

The following is a DFT calculation (ωB97M-V/def2-TZVPD) of an isolated molecule of C5H7IN2.

ORCA input file:
```
! wB97M-V def2-TZVPD RIJCOSX def2/J DEFGRID3
* xyz 0 1
C -1.7056 -1.8925 -0.4459
C -0.6360 -0.9517 -0.0445
C 0.0068 0.0172 -0.7249
C 0.9802 0.6019 0.2330
C 0.9491 2.0983 0.4485
I 3.0067 -0.0286 -0.3514
N 0.7602 -0.1568 1.4435
N -0.1253 -1.0017 1.2655
H -1.3291 -2.9132 -0.4009
H -2.0484 -1.6788 -1.4544
H -2.5397 -1.8180 0.2490
H -0.1154 0.3371 -1.7397
H 1.6439 2.3736 1.2382
H -0.0571 2.3889 0.7513
H 1.2099 2.6243 -0.4672
*
```

Its SMILES is CC1=C[C@](C)(I)N=N1. The value obtained for the HOMO energy is -9.350 eV. The orbital gap is 0.3177 Eh.

Most stable: arrangement y

Arrangement w

The following is a DFT calculation (ωB97M-V/def2-TZVPD) of a cluster of 2 separate species, C2H5F2N in total.

ORCA input file:
```
! wB97M-V def2-TZVPD RIJCOSX def2/J DEFGRID3
* xyz 0 1
C -1.3133 -0.8992 -0.0314
C 0.9477 -0.0689 0.2706
N 0.8705 1.1533 -0.2953
F -1.6578 0.2750 -0.4921
F 1.7735 -0.8944 -0.3534
H -1.5373 -0.8532 0.9995
H -1.6022 -1.7508 -0.5856
H 0.9778 -0.2234 1.3881
H 0.8112 1.9506 0.4029
H 0.7298 1.3109 -1.3032
*
```

The value obtained for the HOMO energy (alpha / beta) is -7.199 / -7.198 eV. The orbital gap (alpha / beta) is 0.3019 / 0.3018 Eh.

Arrangement x

The following is a DFT calculation (ωB97M-V/def2-TZVPD) of a cluster of 2 separate species, C2H5F2N in total.

ORCA input file:
```
! wB97M-V def2-TZVPD RIJCOSX def2/J DEFGRID3
* xyz 0 1
C 0.2272 0.3026 -0.5027
C -0.3532 -0.5604 0.5140
N -2.5751 -0.1715 0.6392
F -2.5717 1.2402 0.2288
F -2.8401 -0.7923 -0.5260
H -0.1033 1.2814 -0.2886
H 1.2480 0.3267 -0.4152
H 0.0750 -0.0376 -1.4913
H -0.3995 -1.6315 0.4439
H -0.3756 -0.0996 1.5639
*
```

The value obtained for the HOMO energy (alpha / beta) is -9.615 / -8.787 eV. The orbital gap (alpha / beta) is 0.3568 / 0.3177 Eh.

Most stable: arrangement w

Arrangement w

The following is a DFT calculation (ωB97M-V/def2-TZVPD) of a structure of composition CH8N3OSi.

ORCA input file:
```
! wB97M-V def2-TZVPD RIJCOSX def2/J DEFGRID3
* xyz 1 1
C -0.2159 -0.6547 1.0413
N -0.0542 -1.4817 1.9839
N -0.7210 -0.9053 -0.1718
N -0.8215 0.2340 -1.0183
O -0.1780 0.6281 1.2573
Si -0.0162 1.5664 -0.1776
H -0.0916 -2.4880 1.8307
H 0.4180 -1.0423 2.8495
H -0.5276 -1.7979 -0.5471
H 1.4136 0.3692 -2.6598
H -1.0368 -0.0305 -1.8821
H 1.4089 0.9443 -2.1267
H 1.3562 1.7984 -0.3010
H -0.9340 2.8600 -0.0783
*
```

The value obtained for the HOMO energy is -13.615 eV. The orbital gap is 0.3705 Eh.

Arrangement x

The following is a DFT calculation (ωB97M-V/def2-TZVPD) of a cluster of 2 separate species, CH8N3OSi in total.

ORCA input file:
```
! wB97M-V def2-TZVPD RIJCOSX def2/J DEFGRID3
* xyz 1 1
C 1.4536 0.0178 0.0079
N 2.7136 -0.1668 0.2052
N 0.5183 -0.9090 -0.0166
N -0.7392 -0.7154 -0.5949
O 1.1004 1.2305 -0.3668
Si -2.0861 0.1362 0.2218
H 3.2963 -1.0899 0.3408
H 3.2950 0.7109 -0.0330
H 0.7290 -1.8382 0.4921
H 0.0952 1.1724 -0.5972
H -0.7375 -0.8112 -1.5809
H -1.7654 2.1563 -0.1658
H -3.2187 -0.5794 -0.3382
H -1.9997 0.4981 1.6989
*
```

The value obtained for the HOMO energy is -13.512 eV. The orbital gap is 0.3668 Eh.

Most stable: arrangement w